[1]
This record from OMol25 describes a 13-piece molecular cluster, C27H80N10O13 overall at a distorted geometry. The level of theory is ωB97M-V with the def2-TZVPD basis set.

energy: -2602.04158 hartree
energy above the lowest of the compared OMol25 structures with the same formula, charge and spin: 312.56 kcal per mole
HOMO-LUMO gap: 7.522 eV
maximum force: 12.61 eV/Å

Structure (ORCA input):
```
! RIJCOSX wB97M-V def2-TZVPD def2/J DEFGRID3
* xyz 0 1
C 1.55605 -6.25299 -25.99586
O 2.68210 -6.95093 -25.47452
H 0.68306 -6.78073 -25.74507
H 1.67874 -6.28206 -27.07516
H 1.42034 -5.27887 -25.68908
H 3.46077 -6.41459 -25.26329
C 3.48832 -10.31005 -25.32803
O 3.38945 -11.67312 -25.19489
N 4.32753 -9.68251 -26.18768
N 2.71393 -9.51056 -24.68363
H 4.84672 -10.33611 -26.74931
H 4.52079 -8.63866 -26.10312
H 2.18176 -9.91257 -23.97232
H 2.58720 -8.52365 -24.82527
C 6.48227 -6.16037 -25.33301
O 5.30444 -6.88892 -25.55776
N 7.16822 -5.61321 -26.32097
N 7.01128 -5.97359 -24.16767
H 7.01842 -5.79781 -27.35460
H 7.98868 -5.06498 -26.10361
H 6.39587 -6.27861 -23.40554
H 7.94796 -5.62636 -23.95715
C 0.75104 -1.36913 -26.14532
O -0.43539 -1.17573 -26.79133
N 1.76601 -0.59563 -26.41599
N 1.02503 -2.25837 -25.21954
H 1.63069 -0.08391 -27.34602
H 2.54912 -0.43932 -25.75175
H 0.24486 -2.83155 -24.96686
H 1.90084 -2.44147 -24.70468
C 3.20105 -5.15788 -29.27425
O 2.34007 -5.78580 -30.15937
N 3.27655 -3.86781 -29.18075
N 4.06142 -5.77513 -28.53077
H 2.68652 -3.43667 -29.88576
H 3.69713 -3.31013 -28.44957
H 3.90732 -6.75706 -28.32383
H 4.54893 -5.22779 -27.82150
C 4.38950 -3.47537 -26.41240
O 3.94965 -4.37110 -25.50916
N 3.72512 -2.46663 -26.87803
N 5.48332 -3.68594 -27.02405
H 2.78676 -2.30673 -26.65222
H 4.09958 -1.75527 -27.41472
H 6.07409 -4.46588 -26.67071
H 5.82952 -3.17007 -27.77256
C -2.42789 -9.58397 -27.52148
C -2.62750 -8.18133 -27.95184
C -1.35547 -7.48365 -28.50739
O -3.48459 -8.05976 -28.85079
H -3.39050 -9.98149 -27.32486
H -1.81109 -9.69554 -26.63097
H -1.89229 -10.06131 -28.31647
H -2.79854 -7.52982 -27.11767
H -1.60096 -6.49871 -28.87680
H -0.92236 -7.98290 -29.30303
H -0.59124 -7.49102 -27.70298
H -3.53905 -7.12963 -29.08459
C 6.14451 -9.36343 -23.38153
C 5.20986 -8.32874 -22.81212
C 4.29428 -8.99857 -21.71287
O 5.79176 -7.42179 -22.24317
H 5.62031 -10.30369 -23.58645
H 6.98249 -9.54798 -22.67067
H 6.59917 -8.94314 -24.26373
H 4.51249 -7.98967 -23.57711
H 4.96680 -9.37887 -20.93086
H 3.60370 -9.78270 -22.04153
H 3.65988 -8.16493 -21.29306
H 6.42200 -7.83942 -21.63541
C 1.01112 -5.78637 -20.58687
C 1.80284 -5.01053 -21.60398
C 2.06959 -5.80593 -22.83133
O 1.40279 -3.91254 -21.98212
H -0.08601 -5.91342 -20.91531
H 1.08584 -5.24841 -19.63729
H 1.47741 -6.74104 -20.45891
H 2.69887 -4.80595 -21.06017
H 2.64136 -5.20931 -23.55726
H 1.09764 -6.08062 -23.36285
H 2.70187 -6.68527 -22.66051
H 2.13777 -3.28887 -22.15482
C 1.57943 -9.26529 -30.05881
C 1.76982 -8.70535 -28.65991
C 1.23412 -9.65558 -27.57914
O 2.93400 -8.46551 -28.34477
H 1.82875 -10.28383 -30.25666
H 1.99945 -8.65840 -30.81207
H 0.50705 -9.22461 -30.13326
H 1.35249 -7.69462 -28.63145
H 1.86149 -10.49604 -27.48571
H 0.24218 -9.97786 -27.82589
H 1.18154 -9.16778 -26.64346
H 3.16675 -9.02373 -27.62485
C -2.46360 -2.57013 -24.07555
C -1.55560 -3.52507 -23.33592
C -2.41672 -4.55516 -22.48619
O -0.61999 -4.01532 -23.94498
H -1.83604 -1.82756 -24.57727
H -3.17760 -2.06886 -23.49154
H -2.99106 -3.13367 -24.92557
H -0.96384 -2.98488 -22.59906
H -1.85051 -5.32472 -21.99262
H -3.24026 -5.06081 -23.03945
H -2.79977 -3.92434 -21.66009
H -0.06706 -4.42488 -23.28737
C -1.70340 -7.27865 -24.59531
C -2.64770 -8.30998 -24.01000
C -3.12453 -7.98108 -22.60615
O -3.60919 -8.64630 -24.68382
H -2.19812 -6.39501 -25.01757
H -1.21072 -7.74214 -25.45305
H -1.04149 -6.95060 -23.88282
H -2.10459 -9.23811 -24.02235
H -3.89279 -7.17270 -22.61544
H -2.26709 -7.75232 -21.91827
H -3.54925 -8.78934 -22.12130
H -4.24023 -9.08923 -24.13309
C 0.24843 -4.34765 -28.46651
C -1.18569 -3.80250 -28.55199
C -1.88009 -4.00421 -27.23642
O -1.23922 -2.61808 -28.89125
H 0.79977 -4.00073 -27.55082
H 0.73457 -4.06876 -29.36138
H 0.16703 -5.36409 -28.43038
H -1.70744 -4.41665 -29.28669
H -1.94170 -5.08330 -26.91289
H -2.88244 -3.65777 -27.27385
H -1.45631 -3.48199 -26.40411
H -1.06175 -1.94949 -28.18248
*
```

=====

[2]
This record from OMol25 describes C39H34N9PPt as an isolated structure at a distorted geometry. The level of theory is ωB97M-V with the def2-TZVPD basis set.

energy: -2458.61836 hartree
⟨S²⟩: 6.04
HOMO-LUMO gap (spin up / spin down): 6.713 / 3.422 eV
maximum force: 1.67 eV/Å

Structure (ORCA input):
```
! RIJCOSX wB97M-V def2-TZVPD def2/J DEFGRID3
* xyz 4 5
Pt -0.50879 0.02838 0.10542
C -0.91113 -2.08146 -2.46129
N -1.24472 -2.11200 -1.03053
C -2.67605 -2.25372 -0.72068
C -3.38958 -0.94553 -0.80699
N -2.81286 0.21643 -0.45385
C -3.75698 1.17266 -0.61740
C -3.70217 2.58023 -0.39595
C -4.85440 3.29771 -0.56652
C -6.05345 2.66344 -0.95970
C -6.12318 1.26633 -1.20588
C -4.96538 0.55630 -1.05449
N -4.66373 -0.79326 -1.17406
C -0.46783 -0.73408 -2.94693
N -0.27907 0.34439 -2.16867
C 0.13703 1.34373 -2.99084
C 0.45731 2.71063 -2.72882
C 0.90721 3.47645 -3.77474
C 1.03097 2.93834 -5.06740
C 0.68787 1.58942 -5.35703
C 0.23192 0.83308 -4.31234
N -0.17418 -0.49047 -4.22554
H -0.08812 -2.77420 -2.65763
H -1.75211 -2.42053 -3.07663
H -0.75862 -2.89250 -0.60436
H -3.17337 -3.00082 -1.34823
H -2.75879 -2.59757 0.31505
H -2.77336 3.06003 -0.11432
H -4.85446 4.36717 -0.40392
H -6.95096 3.25903 -1.08010
H -7.06147 0.79391 -1.47216
H -5.31212 -1.51930 -1.45558
H 0.32403 3.14281 -1.74600
H 1.16019 4.51458 -3.60726
H 1.38524 3.56942 -5.87430
H 0.79901 1.18501 -6.35623
H -0.23451 -1.14479 -4.99733
N 1.12066 -0.40172 2.78303
P 1.06412 -1.40977 1.40942
C 1.00255 -3.06866 2.18734
C -0.18514 -3.78932 2.26777
C -0.20790 -5.00800 2.93251
C 0.94664 -5.48413 3.53611
C 2.13700 -4.77171 3.44162
C 2.17139 -3.55783 2.77386
C 2.71043 -1.37943 0.67221
C 2.88776 -2.25076 -0.40708
C 4.12213 -2.35732 -1.02471
C 5.18899 -1.59356 -0.56053
C 5.01663 -0.73327 0.51526
C 3.77606 -0.60651 1.12578
C -0.00605 0.26856 3.21544
C -0.16263 0.63140 4.55699
C -1.30657 1.29583 4.94112
C -2.27160 1.60968 3.98353
C -2.04424 1.22460 2.68388
N -0.94226 0.55894 2.30275
H 1.77491 -0.64399 3.51437
H -1.09581 -3.40010 1.82134
H -1.12328 -5.58269 2.97493
H 0.91463 -6.40275 4.10666
H 3.04545 -5.15881 3.88295
H 3.10543 -3.01393 2.70784
H 2.05589 -2.86926 -0.73772
H 4.26312 -3.03713 -1.85442
H 6.15494 -1.67366 -1.04041
H 5.85829 -0.16396 0.88795
H 3.64222 0.07716 1.95650
H 0.60435 0.38144 5.27795
H -1.45627 1.56444 5.97840
H -3.17921 2.13240 4.24805
H -2.76834 1.44342 1.91078
N 5.10650 1.96351 -1.97831
C 4.22089 2.27082 -1.31424
C 3.08287 2.56868 -0.49868
C 2.90593 3.78657 0.15521
C 1.75484 3.96596 0.90825
C 0.82332 2.94103 0.97852
N 0.99365 1.77885 0.34097
C 2.09990 1.59028 -0.37746
H 3.64702 4.57183 0.07707
H 1.58629 4.89063 1.44303
H -0.07611 3.05050 1.57259
H 2.22122 0.64251 -0.88521
*
```

=====

[3]
This record from OMol25 describes C24H22MoOS6Si as an isolated structure. The level of theory is ωB97M-V with the def2-TZVPD basis set.

energy: -3749.94102 hartree
energy above the lowest of the compared OMol25 structures with the same formula, charge and spin: 19.24 kcal per mole
HOMO-LUMO gap: 5.254 eV
maximum force: 0.45 eV/Å

Structure (ORCA input):
```
! RIJCOSX wB97M-V def2-TZVPD def2/J DEFGRID3
* xyz -2 1
Mo -1.27285 0.24258 -0.77737
C -1.90544 -1.94225 -1.06059
C -3.09274 -1.15093 -1.00894
C -3.12783 -0.32184 -2.15956
C -1.97828 -0.56853 -2.91131
C -1.20153 -1.55007 -2.22985
H -1.61214 -2.70273 -0.35633
H -3.82793 -1.16965 -0.22420
H -3.84322 0.45725 -2.37688
H -1.69139 0.00435 -3.77882
H -0.23728 -1.91470 -2.54421
O 1.05388 6.59406 -2.89485
C 0.58532 5.47441 -3.00685
S -0.86717 5.09032 -3.92468
C -0.92875 3.33435 -3.64066
C 0.05837 2.86008 -2.84179
S 0.41782 1.20078 -2.39172
S 1.23731 4.03622 -2.24088
S -2.22571 2.53777 -4.44576
C -1.71526 4.03187 2.09812
C -1.73904 2.63876 1.53423
S -1.25679 2.43630 -0.11543
C -2.07874 1.54019 2.24659
C -2.49119 1.58608 3.69411
S -1.94994 -0.01121 1.51332
H -1.80696 4.76703 1.29882
H -0.77354 4.23422 2.62055
H -2.52964 4.19665 2.81027
H -3.31547 2.28848 3.85372
H -1.65969 1.90514 4.33098
H -2.80872 0.59972 4.03101
C 1.48363 -2.61554 4.30616
C 2.29954 -1.54637 3.96566
C 2.12921 -0.90214 2.74563
C 1.14486 -1.29245 1.83701
C 0.32688 -2.35926 2.21327
C 0.49266 -3.02073 3.42124
Si 0.99027 -0.40348 0.14919
C 2.00640 -1.56908 -0.96661
C 2.95033 -1.08753 -1.87664
C 3.63747 -1.94162 -2.72922
C 3.40192 -3.30926 -2.69272
C 2.46994 -3.81197 -1.79474
C 1.78641 -2.94870 -0.94833
H 1.61077 -3.12365 5.25580
H 3.07118 -1.21148 4.65098
H 2.77714 -0.06891 2.49206
H -0.48286 -2.65852 1.55669
H -0.16444 -3.84336 3.68284
H 1.90046 0.76186 0.36687
H 3.12889 -0.02020 -1.93271
H 4.35283 -1.53305 -3.43465
H 3.93581 -3.97654 -3.36015
H 2.27173 -4.87793 -1.75512
H 1.06351 -3.36480 -0.25357
*
```